{
  "formula": "C87H181KN5O25S9",
  "method": "wB97M-V/def2-TZVPD",
  "charge": -1,
  "total_energy_ha": -9761.41599,
  "homo_lumo_gap_ev": 6.417,
  "multiplicity": 1,
  "symbols": ["K", "C", "C", "C", "O", "H", "H", "H", "H", "H", "H", "H", "C", "C", "C", "O", "H", "H", "H", "H", "H", "H", "H", "C", "C", "C", "S", "O", "O", "C", "H", "H", "H", "H", "H", "H", "H", "H", "C", "C", "C", "S", "O", "O", "C", "H", "H", "H", "H", "H", "H", "H", "H", "C", "C", "C", "S", "O", "O", "C", "H", "H", "H", "H", "H", "H", "H", "H", "C", "C", "C", "S", "O", "O", "C", "H", "H", "H", "H", "H", "H", "H", "H", "C", "C", "C", "S", "O", "O", "C", "H", "H", "H", "H", "H", "H", "H", "H", "C", "C", "C", "S", "O", "O", "C", "H", "H", "H", "H", "H", "H", "H", "H", "C", "C", "C", "S", "O", "O", "C", "H", "H", "H", "H", "H", "H", "H", "H", "C", "C", "C", "S", "O", "O", "C", "H", "H", "H", "H", "H", "H", "H", "H", "C", "C", "C", "S", "O", "O", "C", "H", "H", "H", "H", "H", "H", "H", "H", "C", "C", "C", "C", "C", "C", "N", "O", "C", "C", "C", "H", "H", "H", "H", "H", "H", "H", "H", "H", "H", "H", "H", "H", "H", "H", "H", "H", "H", "H", "C", "C", "C", "C", "C", "C", "N", "O", "C", "C", "C", "H", "H", "H", "H", "H", "H", "H", "H", "H", "H", "H", "H", "H", "H", "H", "H", "H", "H", "H", "C", "C", "C", "C", "C", "C", "N", "O", "C", "C", "C", "H", "H", "H", "H", "H", "H", "H", "H", "H", "H", "H", "H", "H", "H", "H", "H", "H", "H", "H", "C", "C", "C", "C", "C", "C", "N", "O", "C", "C", "C", "H", "H", "H", "H", "H", "H", "H", "H", "H", "H", "H", "H", "H", "H", "H", "H", "H", "H", "H", "C", "C", "C", "C", "C", "C", "N", "O", "C", "C", "C", "H", "H", "H", "H", "H", "H", "H", "H", "H", "H", "H", "H", "H", "H", "H", "H", "H", "H", "H"],
  "coordinates": [[2.445, 0.757, -2.915], [-0.566, -1.098, -0.066], [0.121, 0.266, 0.008], [1.372, 0.082, 0.971], [0.290, 1.007, -1.164], [-1.516, -1.060, -0.600], [-0.798, -1.676, 0.828], [0.093, -1.754, -0.634], [-0.601, 0.678, 0.713], [1.055, -0.332, 1.928], [1.791, 1.053, 1.236], [2.187, -0.518, 0.566], [1.892, -2.145, -4.340], [3.211, -1.902, -5.068], [3.030, -1.857, -6.625], [3.998, -0.913, -4.433], [1.950, -2.345, -3.270], [1.378, -3.018, -4.742], [1.241, -1.273, -4.417], [3.844, -2.784, -4.971], [2.369, -1.035, -6.901], [2.594, -2.798, -6.962], [3.948, -1.748, -7.202], [3.285, 0.998, 4.583], [3.302, 0.728, 6.073], [4.285, -0.432, 6.311], [4.257, -1.505, 4.817], [3.278, -2.620, 5.030], [5.604, -1.830, 4.407], [3.289, -0.306, 3.734], [4.253, 1.468, 4.405], [2.402, 1.589, 4.340], [2.340, 0.350, 6.422], [3.488, 1.645, 6.631], [4.091, -0.919, 7.267], [5.275, 0.023, 6.364], [2.291, -0.742, 3.764], [3.765, -0.325, 2.753], [2.840, -6.744, -2.132], [3.410, -5.484, -2.963], [4.846, -5.901, -3.402], [4.585, -7.684, -3.796], [5.422, -8.501, -2.913], [4.499, -7.839, -5.257], [2.877, -7.863, -3.063], [1.792, -6.710, -1.833], [3.466, -6.969, -1.268], [3.392, -4.627, -2.289], [2.839, -5.183, -3.841], [5.607, -5.790, -2.630], [5.142, -5.575, -4.399], [2.619, -8.916, -2.954], [2.207, -7.461, -3.823], [1.897, -6.036, 2.478], [2.373, -5.100, 1.395], [1.336, -3.982, 1.212], [0.362, -3.824, 2.748], [-0.993, -4.367, 2.525], [0.562, -2.615, 3.532], [1.442, -5.074, 3.591], [2.679, -6.575, 3.012], [1.152, -6.773, 2.177], [2.548, -5.536, 0.411], [3.321, -4.631, 1.657], [0.600, -4.007, 0.409], [1.790, -2.998, 1.093], [0.954, -5.444, 4.493], [2.342, -4.489, 3.776], [-2.201, 3.454, 1.335], [-2.983, 3.216, 0.030], [-2.585, 4.197, -1.145], [-2.359, 5.751, -0.166], [-3.665, 6.272, 0.055], [-1.318, 6.593, -0.753], [-1.807, 4.969, 1.418], [-1.279, 2.884, 1.445], [-2.807, 3.255, 2.219], [-4.067, 3.293, 0.109], [-2.813, 2.169, -0.223], [-3.170, 4.495, -2.014], [-1.646, 3.735, -1.451], [-2.142, 5.538, 2.285], [-0.722, 5.033, 1.487], [-2.289, -0.491, 4.590], [-2.310, 0.610, 3.495], [-3.348, 0.307, 2.341], [-4.406, -1.061, 3.029], [-4.798, -1.989, 2.005], [-5.488, -0.496, 3.860], [-3.017, -1.765, 4.091], [-2.720, -0.076, 5.501], [-1.249, -0.729, 4.814], [-1.315, 0.360, 3.125], [-2.379, 1.648, 3.822], [-2.985, -0.139, 1.416], [-3.889, 1.188, 1.997], [-2.460, -2.504, 3.515], [-3.532, -2.432, 4.782], [-1.716, -4.201, -7.577], [-2.233, -5.662, -7.482], [-2.244, -6.025, -6.017], [-0.583, -5.371, -5.329], [0.358, -6.510, -5.346], [-0.894, -4.593, -4.111], [-0.343, -4.328, -6.882], [-2.384, -3.399, -7.263], [-1.509, -4.072, -8.639], [-1.531, -6.365, -7.929], [-3.201, -5.938, -7.900], [-2.255, -7.078, -5.737], [-3.023, -5.531, -5.436], [0.429, -4.767, -7.515], [0.009, -3.370, -6.500], [-3.500, -9.164, 2.579], [-2.813, -8.220, 1.494], [-2.624, -6.915, 2.158], [-1.965, -7.402, 3.846], [-2.622, -6.647, 4.876], [-0.489, -7.516, 3.747], [-2.581, -9.083, 3.854], [-3.583, -10.156, 2.135], [-4.547, -8.952, 2.798], [-3.504, -8.104, 0.659], [-1.897, -8.663, 1.103], [-3.602, -6.442, 2.250], [-2.010, -6.164, 1.660], [-3.090, -9.113, 4.817], [-1.754, -9.790, 3.781], [-3.926, -4.060, -0.242], [-5.349, -4.733, -0.204], [-5.449, -6.060, -0.950], [-4.135, -5.968, -2.247], [-4.814, -5.633, -3.508], [-3.279, -7.142, -2.152], [-3.384, -4.428, -1.618], [-3.298, -4.569, 0.488], [-3.993, -2.975, -0.164], [-6.167, -4.076, -0.499], [-5.526, -4.957, 0.848], [-6.440, -6.207, -1.379], [-5.123, -6.922, -0.369], [-3.715, -3.698, -2.356], [-2.314, -4.453, -1.825], [1.184, 5.630, -3.082], [1.678, 6.348, -4.439], [3.000, 5.596, -4.738], [3.662, 4.834, -3.159], [5.026, 5.385, -2.932], [3.405, 3.408, -3.257], [2.310, 5.555, -2.099], [0.952, 4.585, -3.288], [0.382, 6.168, -2.576], [1.800, 7.431, -4.401], [1.108, 6.051, -5.319], [3.821, 6.154, -5.188], [2.913, 4.770, -5.444], [2.674, 6.516, -1.734], [2.093, 4.843, -1.303], [0.493, 4.487, 5.565], [-0.477, 3.859, 6.545], [0.129, 2.471, 6.989], [-0.443, 1.911, 8.343], [-0.685, 2.965, 9.410], [-1.243, 4.373, 8.966], [-0.587, 4.774, 7.702], [-0.976, 6.042, 7.311], [-2.862, 4.289, 8.897], [-0.851, 5.337, 10.121], [-1.842, 3.610, 5.818], [1.358, 4.962, 6.027], [-0.027, 5.248, 4.983], [0.861, 3.698, 4.909], [-0.191, 1.714, 6.272], [1.215, 2.425, 6.911], [0.159, 1.085, 8.722], [-1.361, 1.379, 8.096], [0.253, 3.100, 9.948], [-1.385, 2.493, 10.100], [-3.314, 5.154, 8.412], [-3.273, 3.389, 8.439], [-3.243, 4.350, 9.916], [-1.420, 5.185, 11.038], [0.173, 5.240, 10.482], [-1.005, 6.405, 9.969], [-1.719, 3.213, 4.810], [-2.364, 4.566, 5.802], [-2.598, 2.980, 6.287], [-0.122, 6.397, 7.054], [4.412, 7.783, 3.044], [3.601, 7.154, 1.827], [4.620, 7.182, 0.611], [5.632, 5.958, 0.756], [4.824, 4.654, 0.796], [3.889, 4.550, 2.001], [3.051, 5.763, 2.110], [2.262, 5.636, 3.274], [2.970, 3.356, 1.496], [4.648, 4.227, 3.374], [2.403, 8.073, 1.389], [4.295, 8.865, 2.990], [5.432, 7.402, 2.984], [3.972, 7.458, 3.987], [4.053, 7.159, -0.319], [5.200, 8.099, 0.712], [6.171, 6.145, 1.684], [6.390, 5.887, -0.023], [5.543, 3.836, 0.749], [4.222, 4.619, -0.112], [2.260, 3.629, 0.714], [3.567, 2.608, 0.975], [2.377, 2.876, 2.275], [3.999, 4.075, 4.235], [5.207, 3.293, 3.326], [5.434, 4.940, 3.624], [2.674, 9.127, 1.325], [1.642, 8.066, 2.169], [1.872, 7.733, 0.501], [1.396, 5.619, 2.860], [5.838, 2.349, -1.585], [6.628, 1.104, -0.953], [6.457, 1.226, 0.604], [6.768, 0.015, 1.403], [5.958, -1.063, 0.799], [6.140, -1.445, -0.700], [6.007, -0.154, -1.443], [6.210, -0.374, -2.829], [7.444, -2.247, -0.850], [5.003, -2.411, -1.055], [8.128, 1.102, -1.325], [6.438, 3.229, -1.353], [4.869, 2.448, -1.095], [5.791, 2.243, -2.669], [7.144, 2.001, 0.943], [5.400, 1.416, 0.789], [6.584, 0.197, 2.462], [7.806, -0.310, 1.336], [4.908, -0.893, 1.040], [6.133, -1.936, 1.427], [8.094, -1.981, -0.017], [7.277, -3.322, -0.915], [7.915, -1.874, -1.760], [5.137, -2.828, -2.053], [4.873, -3.340, -0.500], [4.019, -1.944, -1.011], [8.654, 1.751, -0.624], [8.349, 1.197, -2.388], [8.563, 0.125, -1.114], [5.336, -0.454, -3.218], [-3.360, 0.851, -5.695], [-1.925, 0.421, -5.338], [-1.420, -0.652, -6.385], [-0.985, -0.100, -7.704], [0.113, 0.999, -7.499], [-0.350, 2.051, -6.505], [-0.837, 1.450, -5.246], [-1.100, 2.502, -4.309], [0.904, 2.917, -6.251], [-1.395, 3.051, -7.177], [-1.960, -0.303, -3.908], [-3.396, 1.940, -5.651], [-4.103, 0.434, -5.016], [-3.604, 0.610, -6.730], [-0.650, -1.287, -5.946], [-2.268, -1.260, -6.700], [-1.741, 0.382, -8.323], [-0.497, -0.907, -8.250], [0.471, 1.306, -8.482], [0.999, 0.597, -7.007], [1.063, 3.533, -7.136], [0.622, 3.673, -5.517], [1.807, 2.376, -5.968], [-2.423, 2.696, -7.249], [-1.773, 3.912, -6.626], [-1.071, 3.458, -8.134], [-2.247, 0.281, -3.034], [-0.967, -0.622, -3.591], [-2.665, -1.124, -4.035], [-0.812, 2.036, -3.520], [-8.445, -1.691, 0.995], [-8.206, -0.247, 0.299], [-6.612, -0.259, 0.147], [-6.096, 0.820, -0.756], [-6.871, 0.859, -2.104], [-8.371, 0.908, -2.006], [-8.747, -0.145, -1.060], [-10.075, -0.387, -1.034], [-8.944, 2.329, -1.624], [-8.901, 0.507, -3.390], [-8.594, 0.919, 1.265], [-9.525, -1.826, 1.049], [-8.173, -1.800, 2.044], [-8.123, -2.560, 0.420], [-6.158, -0.044, 1.114], [-6.285, -1.233, -0.219], [-5.036, 0.667, -0.960], [-6.174, 1.810, -0.307], [-6.578, -0.066, -2.601], [-6.404, 1.689, -2.633], [-8.498, 2.798, -0.747], [-8.797, 3.021, -2.453], [-10.031, 2.289, -1.543], [-8.710, 1.263, -4.151], [-8.502, -0.468, -3.668], [-9.978, 0.370, -3.487], [-9.656, 1.138, 1.153], [-8.071, 1.838, 0.999], [-8.337, 0.700, 2.302], [-10.162, -1.273, -1.394]]
}